C30H75F12N5O10P2Sr as an isolated structure. Source: the Open Molecules 2025 dataset; level of theory: ωB97M-V/def2-TZVPD.

Summary:
* ΔE to the lowest compared entry with this formula, charge and spin: 12.0111 eV
* gap between HOMO and LUMO: 0.1406 Eh
* HOMO level: -7.513 eV
* DFT total energy: -112270.87886 eV

Last column: Mulliken charge in e.
Element x y z (Å)
Sr  11.045898  3.162784  11.174790  1.6780
P  11.143639  -1.724950  15.709476  1.1539
F  11.312723  -0.680529  14.450205  -0.3775
F  9.953884  -2.511834  14.989055  -0.3459
F  12.339738  -2.561010  14.952888  -0.3740
F  11.041122  -2.758630  16.927748  -0.3623
F  12.329360  -1.015740  16.485403  -0.3292
F  9.903758  -0.961718  16.477142  -0.3705
P  17.868849  3.281303  11.555895  1.1649
F  17.449721  3.849779  10.103535  -0.3524
F  16.315713  2.692324  11.524273  -0.4049
F  18.228296  1.837161  10.924723  -0.3548
F  18.032213  2.611167  13.058062  -0.3624
F  19.352828  3.850423  11.409609  -0.3352
F  17.331043  4.667733  12.199896  -0.3561
C  24.168497  -5.760980  19.612151  -0.7513
O  23.428866  -4.860147  18.816674  -0.2615
C  23.974139  -4.751653  17.503002  -0.6709
C  23.128895  -4.039247  16.464190  -0.7678
N  21.709875  -4.293119  16.775849  -0.1094
C  20.758843  -3.337720  16.222657  -0.6961
C  19.364122  -3.776362  16.636768  -0.5752
O  19.414774  -4.131535  18.045982  -0.2385
C  18.232889  -4.617120  18.639681  -0.7350
H  25.226552  -5.499140  19.604524  0.3097
H  24.182764  -6.731989  19.117111  0.3231
H  23.787098  -5.895941  20.624281  0.2346
H  24.165356  -5.678272  16.961792  0.3266
H  24.973187  -4.316022  17.517874  0.4419
H  23.083358  -4.420820  15.444173  0.4778
H  23.341523  -2.972237  16.530279  0.2955
H  21.511016  -5.201227  16.381033  0.1788
H  20.767484  -3.232840  15.137745  0.3259
H  21.094710  -2.426254  16.717135  0.3902
H  19.093585  -4.722807  16.168649  0.3702
H  18.767129  -2.902215  16.376799  0.3378
H  18.519365  -4.997517  19.620156  0.2193
H  17.805502  -5.447780  18.078030  0.3003
H  17.493553  -3.825758  18.763040  0.2742
C  7.624820  0.433347  11.238731  -0.7525
O  7.914533  1.864083  11.614320  -0.2217
C  6.684929  2.552010  11.950971  -0.6699
C  6.828108  3.619236  13.095410  -0.7655
N  7.718673  4.711440  12.576348  -0.1187
C  8.028695  5.789722  13.481392  -0.8785
C  9.011565  5.402093  14.644142  -0.7785
O  10.030208  4.538673  14.120244  -0.1370
C  10.825350  3.915837  15.051608  -0.8607
H  6.983465  -0.036738  11.984240  0.3131
H  8.581340  0.006489  10.937135  0.2351
H  7.038040  0.525666  10.324799  0.3708
H  5.911790  1.851734  12.267164  0.4240
H  6.198048  2.977161  11.073306  0.3586
H  7.118104  3.222979  14.068536  0.3938
H  5.813280  3.956674  13.306053  0.4072
H  7.147101  5.202630  11.903924  0.2656
H  7.134326  6.256131  13.894517  0.4191
H  8.629240  6.533317  12.957452  0.2894
H  8.398820  5.028447  15.464543  0.4250
H  9.453166  6.223357  15.208595  0.5000
H  11.577222  3.215715  14.687430  0.3295
H  10.194775  3.642262  15.897563  0.2551
H  11.437807  4.782926  15.298887  0.3910
C  0.214094  -3.578737  16.005010  -0.7634
O  1.054638  -2.449886  15.765458  -0.4443
C  1.861248  -2.010453  16.899157  -0.3750
C  1.085216  -1.137263  17.880450  -0.7460
N  1.493652  0.228846  18.153307  -0.3311
C  2.867811  0.381287  18.643380  -0.4588
C  2.988310  0.095105  20.186490  -0.6803
O  2.718203  -1.217193  20.750379  -0.3691
C  3.719478  -2.208369  20.444080  -0.7939
H  0.151048  -4.026204  16.996920  0.3334
H  0.653267  -4.310551  15.327018  0.3033
H  -0.825851  -3.292110  15.848601  0.2877
H  2.774546  -1.458381  16.677370  0.3613
H  2.341435  -2.845437  17.409370  0.2809
H  1.009741  -1.475257  18.913964  0.3154
H  0.088668  -1.169193  17.440027  0.4445
H  1.231119  0.821715  17.378912  0.2647
H  3.121945  1.403772  18.364010  0.4513
H  3.590750  -0.249500  18.126118  0.2015
H  2.243653  0.737092  20.657063  0.3352
H  4.007715  0.325181  20.496303  0.4430
H  3.262423  -3.025266  19.885621  0.2452
H  3.965047  -2.775806  21.341756  0.3404
H  4.623684  -2.012919  19.867612  0.3542
C  13.413724  0.797311  8.186707  -0.8625
O  12.468348  1.871136  8.126929  -0.2000
C  12.034963  1.936870  6.737561  -0.6394
C  10.810566  2.954224  6.633772  -0.9285
N  10.944120  4.157922  7.403627  -0.1796
C  12.051156  5.046073  6.746358  -0.6535
C  12.382573  6.329545  7.610953  -0.7074
O  12.277167  6.040466  9.003414  -0.2234
C  12.840198  7.083842  9.850049  -0.7767
H  13.156342  -0.042821  7.541700  0.3162
H  13.539030  0.228444  9.108001  0.3159
H  14.347811  1.095040  7.710312  0.3416
H  11.755235  0.975932  6.305758  0.4559
H  12.813270  2.322572  6.079097  0.3883
H  9.825433  2.514110  6.788387  0.4398
H  10.726873  3.307226  5.605909  0.3994
H  10.100820  4.707060  7.317697  0.2689
H  11.778988  5.421750  5.760003  0.4069
H  13.009257  4.528263  6.791216  0.3397
H  11.546616  6.963849  7.316110  0.3159
H  13.373823  6.668976  7.310422  0.4062
H  13.088274  6.737135  10.853213  0.2848
H  12.152553  7.928939  9.882549  0.3084
H  13.667687  7.538840  9.305673  0.3171
C  13.604723  0.395961  24.842142  -0.7937
O  14.103079  -0.227996  25.887494  -0.2877
C  13.645262  -1.547303  26.236040  -0.8236
C  14.175157  -2.026525  27.604275  -0.4507
N  15.632328  -1.871392  27.516015  -0.3977
C  16.342519  -2.042020  28.802236  -0.7679
C  16.016717  -0.833898  29.792068  -0.5421
O  16.063551  0.389670  29.089616  -0.2846
C  15.624806  1.509091  29.898402  -0.8258
H  14.238480  1.167993  24.405778  0.2342
H  12.585165  0.759376  24.970719  0.2916
H  13.448713  -0.391493  24.104785  0.3400
H  13.848410  -2.356627  25.534738  0.3918
H  12.561572  -1.601929  26.132537  0.4871
H  13.991715  -3.095181  27.715722  0.3631
H  13.732826  -1.444465  28.412760  0.2829
H  15.832609  -0.979065  27.087376  0.3111
H  17.410773  -2.092003  28.591388  0.3518
H  16.000764  -3.016779  29.150305  0.3638
H  16.880675  -0.829021  30.456635  0.4304
H  15.139235  -0.992995  30.418801  0.4012
H  14.710378  1.399927  30.481511  0.3322
H  15.510333  2.373407  29.244215  0.2695
H  16.314802  1.737704  30.710640  0.3231

Force components x, y, z for each atom (eV/Å):
Sr -0.5387 0.2073 -0.1730
P 0.4231 -1.5744 0.5562
F -1.1756 0.8206 0.4253
F 0.2198 -0.5859 -1.6286
F -0.9971 -0.9201 -0.0092
F 0.5749 -1.1810 0.1969
F -0.1801 1.7768 0.6569
F 0.9758 2.0201 -0.4921
P -2.1795 -1.4875 0.1363
F 0.9099 0.5919 -0.9674
F -1.0598 0.1579 1.0766
F 1.2390 0.2560 -0.2693
F 0.5433 1.0981 -0.9575
F -0.2320 -0.4344 0.4854
F 0.3185 -0.0993 0.3732
C 0.5868 -0.4855 -1.1039
O -0.0595 0.2321 -0.7080
C 0.8160 -0.7611 -0.8218
C -2.3288 0.7819 0.9222
N -0.0653 -0.0047 -0.0445
C 0.8277 -0.9513 1.3101
C 0.8113 -0.2540 1.5671
O 0.0186 0.9377 -0.6418
C 0.3222 0.2087 -0.2272
H 0.2321 0.4032 0.4823
H -0.2965 -0.4435 0.0496
H -0.2133 0.5218 -0.2198
H -0.0778 -1.1697 0.9421
H 0.1725 0.4072 0.3423
H 2.0505 0.1785 -0.2485
H -0.2810 0.1217 -0.4066
H -0.2332 -0.3275 0.2121
H 0.1280 0.1915 -0.3574
H -0.6969 0.5218 -0.3058
H -0.3433 0.2723 -0.7844
H -0.9577 -0.3759 0.2693
H -0.0157 0.0836 0.0108
H -0.1762 -0.0944 -0.2175
H -0.2249 0.0133 -0.0200
C -0.1948 2.4610 -0.8212
O -0.5203 -0.7921 0.2388
C 0.1106 0.0563 1.2209
C 0.3187 -0.1907 -1.4513
N -0.4993 -0.7219 0.0517
C 2.1429 0.4410 1.5460
C -0.8384 -0.4169 -0.2164
O -2.4429 -0.1265 -2.9838
C 1.1940 2.1005 1.8816
H 0.7595 -0.2529 0.2221
H -0.2003 -0.3842 0.7404
H -0.1560 -0.2843 -0.1395
H 0.2713 -0.4499 0.3684
H 0.5003 0.4971 -0.3453
H 0.7704 -0.2488 -0.3494
H -0.2722 0.3943 -0.2426
H -0.0304 -0.3069 -0.6702
H 0.0205 0.1726 0.2493
H -0.5180 0.1999 -0.5562
H 0.1397 -1.4589 -0.0168
H 0.3639 0.7244 -0.8007
H -0.7772 -0.6559 -0.3084
H 0.5913 -0.7943 0.1057
H 0.7515 -0.3195 1.4468
C 0.3351 0.0965 -0.2614
O 1.1883 1.0564 1.6231
C 0.3329 -0.4078 0.5514
C -0.9381 -0.1865 0.8460
N 0.0575 0.0371 -0.6762
C -0.8335 -0.7760 0.2918
C -0.1729 0.0560 -0.1831
O 1.1182 0.4048 -1.5529
C -1.1342 -1.5089 0.1868
H 0.8534 0.3595 0.4304
H -0.9211 -0.4555 -0.0790
H 0.0249 -0.1399 -0.7686
H -0.2847 0.2620 -1.4378
H -0.5577 -0.6567 0.0458
H -0.0026 -1.2190 -0.2813
H -0.3213 0.4912 0.3649
H 0.5785 0.2614 -0.0081
H 0.4011 0.1253 0.7511
H 0.1445 -0.2356 -0.2436
H 0.2369 0.0535 0.2141
H 0.0502 0.4899 0.0179
H -0.4689 0.1297 -0.5429
H 0.3698 0.6580 0.4452
H -0.0397 1.1048 0.2623
C 0.7395 -1.0927 -1.1040
O -0.4759 -1.1565 -0.8173
C -1.5995 2.1123 0.6164
C 0.3695 -0.8084 -1.1889
N 2.1411 1.8690 0.2159
C 0.1439 -0.0577 2.9851
C -1.9866 -1.6024 -0.3795
O 0.6905 0.0169 0.7722
C -0.5106 0.5221 -1.7210
H -0.8194 0.0347 -0.3788
H 0.0161 1.1788 0.6672
H 0.3547 0.3646 0.7442
H -0.1849 -0.1751 0.4753
H 0.4328 0.0565 0.3556
H 0.1684 -0.4125 0.6103
H 0.3063 -0.6620 -0.6851
H -0.2844 -0.0574 0.0074
H 0.0296 -0.4543 -0.1818
H -0.4065 -0.6744 -0.5812
H 0.4036 1.0803 0.2759
H -0.1208 0.3489 0.1559
H 0.0860 -0.2190 -0.3381
H -0.4906 -0.0966 0.4233
H 0.6573 -0.4113 0.4941
C -2.1529 -0.4520 -3.4290
O 2.3381 -2.0815 4.5417
C -1.0444 -0.2237 -0.1930
C 1.0014 1.0474 -1.2395
N 0.2193 -0.4755 0.4191
C -1.5975 1.5408 -1.0303
C 1.9013 -1.3010 -0.1948
O -1.4004 0.7367 0.7252
C 0.5290 -0.2711 -0.1548
H 0.1747 -0.0333 0.4174
H -0.2420 0.6026 0.4272
H 0.0817 0.2118 -1.1217
H 1.2134 0.3925 -0.7267
H -0.5220 0.5615 0.7800
H -0.4741 0.0485 0.0839
H -0.1829 0.0033 0.2329
H 0.1231 0.1543 0.2027
H -0.0337 0.1130 0.1427
H 0.1827 0.1286 0.6484
H 0.0208 -0.0410 0.6358
H -0.4208 0.1924 -0.3471
H -0.5915 -0.7223 -0.5770
H 0.1485 -0.1698 -0.0042
H 0.7294 0.0371 -0.2379